1.
{
  "formula": "C2H2FeO2",
  "method": "the ωB97M-V functional and the def2-TZVPD basis",
  "s_squared": 8.772,
  "charge": 1,
  "orbital_gap_ev": [9.681, 8.991],
  "spin_multiplicity": 6,
  "e_tot_ha": -1491.0447,
  "e_above_lowest_kcal_mol": 116.1,
  "elements": ["H", "C", "C", "H", "O", "O", "Fe"],
  "coordinates": [[-0.72080, -1.27476, 0.97472], [-0.90851, -0.55881, 0.17901], [-1.32534, 0.56575, -0.13994], [-1.97212, 1.16099, -0.77621], [1.61711, -0.94789, -0.22695], [2.34925, 0.15316, 0.48719], [0.96042, 0.90157, -0.49781]],
  "forces_ev_per_a": [[0.298, -0.227, -0.740], [-1.067, 2.061, 1.193], [0.430, -1.635, -1.112], [0.163, 0.221, 0.477], [2.670, 3.571, 2.070], [-1.752, -3.445, -1.939], [-0.742, -0.545, 0.051]],
  "lowdin_charge": [0.11, 0.08, 0.03, 0.08, -0.15, -0.18, 1.03]
}

---

2.
{
  "formula": "C4H7NO2",
  "method": "the ωB97M-V functional and the def2-TZVPD basis",
  "charge": 0,
  "orbital_gap_ev": 8.969,
  "e_tot_ha": -361.6787,
  "e_above_lowest_kcal_mol": 126.9,
  "elements": ["C", "C", "N", "O", "C", "C", "O", "H", "H", "H", "H", "H", "H", "H"],
  "coordinates": [[1.63800, -0.79055, 0.97589], [0.32391, -0.51019, 0.35606], [-0.73381, -1.23262, 0.40739], [-0.49502, -2.37769, 1.14618], [0.27142, 0.61955, -0.55656], [-1.18699, 2.02783, -1.44903], [-0.78732, 1.32492, -0.27347], [2.00581, -1.76777, 0.65763], [2.33883, -0.00593, 0.67632], [1.50403, -0.78571, 2.05868], [-1.32628, -2.86094, 1.07035], [-0.30274, 1.94561, -2.08690], [-1.48545, 3.04980, -1.23094], [-2.04061, 1.45389, -1.81324]],
  "forces_ev_per_a": [[0.139, -0.144, 0.167], [-0.052, -0.181, 0.230], [0.425, 0.431, 0.066], [-0.161, -0.391, 0.111], [-0.441, -0.052, 0.276], [-0.214, 0.348, -0.316], [0.295, -0.401, -0.246], [0.089, 0.027, 0.160], [-0.029, -0.218, 0.123], [0.228, -0.124, 0.017], [0.102, 0.010, 0.021], [-0.554, 0.400, -0.433], [0.066, 0.028, 0.172], [0.106, 0.268, -0.348]],
  "lowdin_charge": [-0.04, -0.39, 0.05, -0.05, -0.01, -0.07, -0.10, 0.09, 0.08, 0.09, 0.10, 0.07, 0.09, 0.10]
}

---

Question: Which formula does entry 1 have?
Answer: C2H2FeO2